A single C4H4N2O molecule at a distorted geometry. Source: OMol25; level of theory: ωB97M-V/def2-TZVPD.

Geometry (Å):
C -1.045679 2.197676 -1.108183
C -0.301661 1.174052 -1.243049
C 0.135347 -0.159759 -1.528493
N 0.433540 -1.058517 -0.597989
N 0.073993 -0.618176 0.674560
C 0.873855 -1.121840 1.783021
O 1.709501 -2.073601 1.944335
H -1.801076 2.980524 -0.899868
H 0.242880 -0.651538 -2.588439
H -0.904386 0.047148 0.759645
H 0.583686 -0.715968 2.804460

Forces on the atoms, in the same order (eV/Å):
2.461 -4.060 -0.182
-4.377 4.287 -0.012
1.417 -3.256 -0.247
-1.516 2.433 -0.871
-0.163 0.240 1.362
0.159 -2.626 2.267
-2.923 3.766 -2.567
1.274 -0.772 -0.319
-0.144 1.754 1.955
4.072 -2.276 0.120
-0.260 0.508 -1.508

Output
SMILES: C#C/C=N\NC=O
E_HOMO (Eh): -0.3408
E (eV): -9235.2706
Frontier orbital gap (Eh): 0.3242
Energy above the lowest of the compared OMol25 structures with the same formula, charge and spin (eV): 5.217
F_max (eV Å⁻¹): 6.13

These are the natural (NBO) partial charges, in e, on atoms 1 to 8:
1 C -0.169
2 C -0.108
3 C -0.053
4 N -0.163
5 N -0.526
6 C 0.513
7 O -0.560
8 H 0.264

***

A single C4H4N2O molecule at a distorted geometry. Source: OMol25; level of theory: ωB97M-V/def2-TZVPD.

Geometry (Å):
C -0.122008 -0.792306 -0.871099
C -0.012397 0.459391 -1.241234
N -0.464268 1.332697 -0.163428
N 0.744368 1.256818 0.683558
C 0.761404 0.100644 1.184188
C -0.460843 -0.612527 0.587375
O -1.380637 0.498588 0.536003
H 0.003927 -1.659817 -1.530463
H 0.058305 0.838764 -2.174904
H 1.646002 0.052623 1.889740
H -0.773854 -1.474875 1.100266

Forces on the atoms, in the same order (eV/Å):
0.486 -0.284 -0.851
-1.991 -0.986 0.548
0.819 1.016 -0.259
0.247 1.346 0.491
1.102 1.689 0.960
-0.045 -0.865 0.680
1.083 -1.422 0.237
-0.033 0.278 0.840
0.700 1.344 -2.660
-1.434 -1.331 -0.735
-0.934 -0.786 0.748

Output
SMILES: C1=CN2N=C[C@H]1O2
E_HOMO (Eh): -0.3620
E (eV): -9235.1231
Frontier orbital gap (Eh): 0.3781
Energy above the lowest of the compared OMol25 structures with the same formula, charge and spin (eV): 5.365
F_max (eV Å⁻¹): 3.06

These are the natural (NBO) partial charges, in e, on atoms 1 to 8:
1 C -0.250
2 C -0.034
3 N -0.050
4 N -0.252
5 C 0.022
6 C -0.023
7 O -0.335
8 H 0.242

***

A single C4H4N2O molecule at a distorted geometry. Source: OMol25; level of theory: ωB97M-V/def2-TZVPD.

Geometry (Å):
C -0.710922 0.978597 0.193433
C 0.628342 1.110696 0.167933
N 1.543913 0.175252 -0.321917
C 1.309827 -1.046277 -0.110406
O 0.235815 -1.461382 0.664022
N -0.938184 -1.410262 -0.167929
C -1.390983 -0.229020 -0.208924
H -1.309166 1.845829 0.440791
H 1.099413 2.014861 0.477904
H 1.906891 -1.823917 -0.474726
H -2.374949 -0.154376 -0.660179

Forces on the atoms, in the same order (eV/Å):
0.226 0.156 0.333
-0.014 -0.619 -0.185
-0.262 0.027 0.157
-1.507 0.933 0.698
0.654 -0.150 -0.226
-0.015 -0.759 0.345
-0.178 0.777 -0.402
-0.012 -0.027 0.016
0.110 0.690 0.018
0.980 -1.014 -0.570
0.017 -0.014 -0.185

Output
SMILES: C1=CN=CON=C1
E_HOMO (Eh): -0.3608
E (eV): -9237.3907
Frontier orbital gap (Eh): 0.3645
Energy above the lowest of the compared OMol25 structures with the same formula, charge and spin (eV): 3.097
F_max (eV Å⁻¹): 1.90

These are the natural (NBO) partial charges, in e, on atoms 1 to 8:
1 C -0.323
2 C 0.039
3 N -0.450
4 C 0.419
5 O -0.436
6 N -0.107
7 C 0.040
8 H 0.228

***

A molecular structure, C4H4N2O at a distorted geometry. Source: OMol25; level of theory: ωB97M-V/def2-TZVPD.

Geometry (Å):
N 2.785290 -0.651520 1.246865
C 2.034217 -0.509297 0.375709
C 1.094579 -0.327348 -0.718465
O 0.040389 -1.016593 -0.775078
C -1.409917 -0.284656 0.050370
C -0.838066 1.031253 0.342812
N -1.725011 1.643980 0.885181
H 1.448646 0.236729 -1.586258
H 0.282692 1.179851 0.029695
H -2.148475 -0.348646 -0.742585
H -1.564349 -0.953757 0.891758

Forces on the atoms, in the same order (eV/Å):
-0.659 0.133 -0.748
0.492 -0.082 0.569
0.451 -0.026 -0.023
-0.501 -0.003 0.149
0.348 -0.564 -0.332
-0.019 -0.130 -0.011
0.163 0.442 0.079
-0.054 -0.043 0.146
-0.414 0.148 0.187
0.124 0.034 0.109
0.069 0.091 -0.125

Output
E_HOMO (alpha / beta) (Eh): -0.3588 / -0.3330
E (eV): -9234.9284
Frontier orbital gap (alpha / beta) (Eh): 0.3053 / 0.2893
Energy above the lowest of the compared OMol25 structures with the same formula, charge and spin (eV): 5.559
F_max (eV Å⁻¹): 1.01

These are the natural (NBO) partial charges, in e, on atoms 1 to 8:
1 N -0.262
2 C 0.172
3 C 0.129
4 O -0.503
5 C -0.120
6 C -0.036
7 N -0.204
8 H 0.198

***

A single C4H4N2O molecule at a distorted geometry. Source: OMol25; level of theory: ωB97M-V/def2-TZVPD.

Geometry (Å):
O 0.296854 1.907318 1.635473
C 0.316888 0.984538 0.860013
C -0.940677 0.337733 0.328938
C -0.770404 -0.495867 -0.880814
N 0.350364 -1.039397 -1.178390
C 1.451858 -0.554862 -0.438163
N 1.521066 0.372494 0.446819
H -1.819066 0.978188 0.408072
H -1.127371 -0.575825 0.926226
H -1.687920 -0.817294 -1.376893
H 2.383908 -1.051266 -0.699645

Forces on the atoms, in the same order (eV/Å):
0.006 -0.316 -0.444
-0.088 -0.058 0.131
-0.121 -0.282 0.206
0.218 -0.148 -0.134
-0.261 0.513 -0.160
0.174 0.106 0.041
-0.085 -0.234 -0.053
0.120 -0.117 -0.192
-0.159 0.486 0.874
0.255 0.011 -0.253
-0.058 0.038 -0.018

Output
SMILES: O=C1CC=NC=N1
E_HOMO (Eh): -0.3659
E (eV): -9239.2891
Frontier orbital gap (Eh): 0.3420
Energy above the lowest of the compared OMol25 structures with the same formula, charge and spin (eV): 1.199
F_max (eV Å⁻¹): 1.01

These are the natural (NBO) partial charges, in e, on atoms 1 to 8:
1 O -0.512
2 C 0.656
3 C -0.612
4 C 0.217
5 N -0.486
6 C 0.301
7 N -0.489
8 H 0.264

***

A single C4H4N2O molecule at a distorted geometry. Source: OMol25; level of theory: ωB97M-V/def2-TZVPD.

Geometry (Å):
C -0.401107 -1.328428 0.041597
N -1.571029 -0.814063 0.323673
N -1.694759 0.494410 0.309875
C -0.654998 1.266676 0.092703
C 0.684724 0.820200 -0.021432
O 1.304580 -0.038368 0.983135
C 0.867526 -0.630039 -0.283964
H -0.401486 -2.480211 0.268661
H -0.893539 2.275811 0.021178
H 1.256671 1.475498 -0.699272
H 1.503419 -1.041482 -1.036153

Forces on the atoms, in the same order (eV/Å):
-1.402 -3.052 0.751
2.500 -2.934 0.357
0.479 4.153 -1.062
-2.928 -2.231 1.614
1.903 -0.786 -1.565
0.226 0.938 -1.903
-2.336 0.317 1.802
0.207 2.144 -1.082
-0.224 1.744 -0.184
0.670 -0.193 1.144
0.904 -0.101 0.128

Output
SMILES: C1=NN=C[C@H]2O[C@@H]12
E_HOMO (Eh): -0.3475
E (eV): -9236.3115
Frontier orbital gap (Eh): 0.3270
Energy above the lowest of the compared OMol25 structures with the same formula, charge and spin (eV): 4.176
F_max (eV Å⁻¹): 4.31

These are the natural (NBO) partial charges, in e, on atoms 1 to 8:
1 C 0.082
2 N -0.250
3 N -0.220
4 C 0.035
5 C -0.023
6 O -0.421
7 C -0.019
8 H 0.199

***

A single C4H4N2O molecule at a distorted geometry. Source: OMol25; level of theory: ωB97M-V/def2-TZVPD.

Geometry (Å):
H -2.436596 0.110140 -1.594681
N -1.797811 -0.218346 -2.312454
C -0.620350 -0.404653 -1.937881
N -0.057980 -0.067246 -0.669342
C 0.199645 -0.510721 0.495612
C 0.836776 0.111578 1.754706
C 1.239045 1.348696 1.782828
O 1.593405 2.448748 1.780373
H 0.139171 -0.728511 -2.639587
H -0.036635 -1.557172 0.738426
H 0.941330 -0.532513 2.601999

Forces on the atoms, in the same order (eV/Å):
0.193 0.055 0.219
-0.762 -0.145 -0.559
1.093 -0.024 2.251
0.575 1.118 0.814
-0.305 -0.745 -0.428
-1.227 -1.209 -2.426
0.539 1.618 -0.054
-0.204 -0.569 0.015
0.098 -0.083 -0.093
-0.074 0.031 -0.024
0.075 -0.047 0.285

Output
SMILES: [H]/N=C\N=C\C=C=O
E_HOMO (Eh): -0.3410
E (eV): -9238.0751
Frontier orbital gap (Eh): 0.3547
Energy above the lowest of the compared OMol25 structures with the same formula, charge and spin (eV): 2.413
F_max (eV Å⁻¹): 2.98

These are the natural (NBO) partial charges, in e, on atoms 1 to 8:
1 H 0.341
2 N -0.656
3 C 0.278
4 N -0.494
5 C 0.189
6 C -0.627
7 C 0.778
8 O -0.409

***

A single C4H4N2O molecule at a distorted geometry. Source: OMol25; level of theory: ωB97M-V/def2-TZVPD.

Geometry (Å):
C -1.042079 1.008646 -0.433085
C -1.421365 -0.181317 -0.094510
O -0.708078 -1.072820 0.568171
C 0.474587 -1.270640 -0.181936
N 1.414217 -0.469490 -0.472035
N 1.356941 0.716445 0.372040
C 0.254614 1.362323 0.160541
H -1.826424 1.851957 -0.684424
H -2.470382 -0.650466 0.048956
H 0.533084 -2.280725 -0.505187
H 0.435697 2.419031 0.589190

Forces on the atoms, in the same order (eV/Å):
-0.192 3.782 -0.299
-5.559 -2.295 1.505
3.547 -0.958 0.039
1.024 -0.541 -0.228
-1.076 -0.183 2.612
-1.446 -0.380 -2.560
1.992 3.091 1.165
1.918 -2.039 0.210
1.071 1.749 -1.299
-0.099 -0.749 -0.618
-1.180 -1.476 -0.528

Output
SMILES: C1=COC=NN=C1
E_HOMO (Eh): -0.3536
E (eV): -9236.4069
Frontier orbital gap (Eh): 0.3774
Energy above the lowest of the compared OMol25 structures with the same formula, charge and spin (eV): 4.081
F_max (eV Å⁻¹): 6.20

These are the natural (NBO) partial charges, in e, on atoms 1 to 8:
1 C -0.388
2 C 0.194
3 O -0.505
4 C 0.334
5 N -0.269
6 N -0.259
7 C 0.052
8 H 0.260